ORCA calculation (wB97M-V/def2-TZVPD) on a single C9H14OS2 molecule.

Values from the calculation:
* relative energy (zero: lowest compared OMol25 entry of this formula, charge and spin): 608.3 kJ/mol
* 2S+1: 1
* maximum force: 4.2 eV/Å
* HOMO-LUMO gap (alpha / beta): 6.7252 / 6.7235 eV
* charge: 0
* E_HOMO (alpha / beta): -7.308 / -7.306 eV
* electronic energy: -33271.6390 eV

Each atom is followed by the atoms it is bonded to, with distances in Å.
Cartesian coordinates (Å):
1 C -3.26 1.69 -0.47  C2 1.456, C3 1.312, H13 1.100
2 C -1.83 1.47 -0.33  C1 1.456, C4 1.377, H14 1.101
3 C -4.10 0.73 -0.16  C1 1.312, S11 1.880, H15 1.075
4 C -1.58 0.27 0.31  C2 1.377, S11 1.831, S12 1.817
5 C -0.27 -1.29 -1.75  S12 1.686, H16 1.154, H17 1.045
6 C 3.54 -0.26 0.26  C8 1.497, H18 1.122, H19 1.054, H20 1.053
7 C 1.12 0.33 1.70  C9 1.477, H21 1.152, H22 1.116, H23 1.120
8 C 2.26 -0.97 -0.03  C6 1.497, C9 1.471, H24 1.132, H25 1.047
9 C 1.16 -0.03 0.26  C7 1.477, C8 1.471, S12 1.833, H26 1.083
10 O -2.97 -1.87 -0.10  S11 1.434
11 S -3.12 -0.66 0.65  C3 1.880, C4 1.831, O10 1.434
12 S -0.35 -1.01 -0.08  C4 1.817, C5 1.686, C9 1.833
13 H -3.48 2.69 -0.87  C1 1.100
14 H -1.06 1.93 -0.96  C2 1.101
15 H -5.17 0.58 -0.21  C3 1.075
16 H -1.02 -2.08 -2.12  C5 1.154
17 H -0.21 -0.39 -2.28  C5 1.045
18 H 3.47 0.86 0.30  C6 1.122
19 H 3.81 -0.69 1.19  C6 1.054
20 H 4.36 -0.38 -0.39  C6 1.053
21 H 0.28 -0.30 2.18  C7 1.152
22 H 2.14 0.22 2.13  C7 1.116
23 H 1.00 1.44 1.76  C7 1.120
24 H 2.20 -1.25 -1.12  C8 1.132
25 H 2.09 -1.78 0.61  C8 1.047
26 H 1.01 0.74 -0.48  C9 1.083